Record 1
Entry from the OMol25 dataset: one molecule with the formula C3H6N2O (ωB97M-V with the def2-TZVPD basis set).

Computed properties:
orbital gap	10.61	eV
total charge	0
SMILES	[H]/N=C(\C)NC=O
E_HOMO	-9.88	eV
energy	-8235.8801	eV

Last column: natural (NBO) charge in e.
Geometry (Å):
O -2.5305 1.2894 1.4634  -0.5744
N -0.6928 0.8563 0.2142  -0.6342
N 1.0400 1.0710 -1.1644  -0.6654
C 0.8988 -1.1867 -0.2441  -0.6901
C -1.7018 0.4947 1.0720  0.5373
C 0.4103 0.2474 -0.4245  0.4475
H -0.7324 1.8388 -0.0460  0.4242
H 1.8454 0.6257 -1.5922  0.3381
H 1.4774 -1.2952 0.6802  0.2391
H 0.1528 -1.9860 -0.2858  0.2324
H 1.6019 -1.3761 -1.0650  0.2299
H -1.7030 -0.5623 1.3755  0.1157

Forces on atoms 1 to 3 (eV/Å):
O 0.4 -0.4 -0.2
N 0.0 0.1 0.0
N 0.0 -0.2 0.0

Record 2
Entry from the OMol25 dataset: C21H18F2N as an isolated structure (ωB97M-V with the def2-TZVPD basis set).

Computed properties:
orbital gap	7.30	eV
total charge	+1
E_HOMO	-11.68	eV
energy	-28985.6827	eV

Last column: natural (NBO) charge in e.
Geometry (Å):
F 4.0624 2.1605 2.6241  -0.3155
F -3.7729 3.8396 1.2766  -0.3195
N 0.9406 -1.0652 -0.5600  -0.3500
C 3.2247 2.2301 1.5338  0.4076
C 1.2709 -2.2741 -0.1054  0.0614
C 1.6058 2.2093 -0.7216  -0.1919
C -1.6164 -0.5226 1.7825  -0.0252
C 1.2496 -1.8245 -2.8146  -0.2221
C 1.3032 1.3497 0.3676  -0.1220
C -5.1382 1.9028 1.3715  -0.2263
C -3.8630 2.4655 1.3210  0.3997
C 3.5731 3.0426 0.4552  -0.2349
C -4.0744 -0.2656 1.6065  -0.1579
C 0.9480 -0.8244 -1.8604  0.0560
C 2.1107 1.3902 1.5233  -0.2363
C 1.5894 -3.3458 -0.9586  -0.2228
C -0.2997 -0.1368 1.5625  -0.3286
C 2.7353 3.0382 -0.6732  -0.1794
C 1.9017 -4.2102 -3.3823  -0.6614
C -2.7709 0.3074 1.5445  -0.1274
C -2.6865 1.7162 1.3347  -0.2386
C 1.5915 -3.1166 -2.3579  0.0693
C 0.1573 0.4676 0.3491  0.0771
C -5.2243 0.5180 1.5954  -0.1914
H -1.7741 -1.4544 2.3514  0.2266
H 1.8104 -4.3205 -0.4934  0.2497
H -1.7177 2.2043 1.1968  0.2339
H 0.7063 0.1949 -2.1918  0.2167
H 0.8718 2.3558 -1.5168  0.2205
H 4.4994 3.6271 0.4911  0.2550
H 1.2846 -2.4096 0.9754  0.2240
H 2.9854 3.6704 -1.5301  0.2391
H 1.0451 -4.4116 -4.0724  0.2484
H 0.4424 -0.4838 2.3314  0.2407
H -4.1507 -1.3568 1.6233  0.2226
H -6.2113 0.0576 1.7424  0.2394
H 1.8112 0.8754 2.4349  0.2356
H 2.1466 -5.1904 -2.9227  0.2367
H -6.0265 2.5287 1.2372  0.2529
H 2.7603 -3.9773 -4.0595  0.2507
H 1.1816 -1.5012 -3.8778  0.2483
H -0.4829 0.5394 -0.5333  0.2394

Forces on atoms 1 to 3 (eV/Å):
F -1.0 0.3 -1.1
F 0.0 -1.4 -0.2
N -0.1 0.3 -0.2

Record 3
Entry from the OMol25 dataset: C4H5NO2 as an isolated structure (ωB97M-V with the def2-TZVPD basis set).

Computed properties:
orbital gap	9.92	eV
total charge	0
E_HOMO	-9.01	eV
energy	-9808.0819	eV

Last column: natural (NBO) charge in e.
Geometry (Å):
O -0.7516 1.2190 -0.3198  -0.4641
O -0.8115 -1.1666 -0.5578  -0.3779
N -2.1122 -0.7762 -0.1112  -0.1245
C 0.0281 0.0617 -0.3298  0.4444
C -2.0167 0.5284 -0.0041  0.2466
C 1.4772 0.0242 -0.7855  -0.4210
C 1.1059 -0.3519 0.7990  -0.4733
H -3.0329 0.8617 0.5721  0.2384
H 1.0129 -1.3031 1.3467  0.2333
H 2.1166 1.2028 -0.5759  0.2540
H 1.6711 -0.7040 -1.5291  0.2403
H 1.3130 0.4040 1.4952  0.2037

Forces on atoms 1 to 3 (eV/Å):
O -3.3 -2.8 0.8
O 0.4 1.8 -0.6
N 2.6 3.4 -0.6

Record 4
Entry from the OMol25 dataset: C49H44ClN7PRe as an isolated structure (ωB97M-V with the def2-TZVPD basis set).

Computed properties:
orbital gap (alpha / beta)	6.94 / 5.85	eV
total charge	+3
⟨S²⟩	0.76
E_HOMO (alpha / beta)	-15.37 / -15.36	eV
multiplicity	2
energy	-85878.5215	eV

Last column: Mulliken spin population.
Geometry (Å):
Re 0.2276 1.1493 -0.2093  0.9835
Cl 1.4273 3.4184 -0.6078  -0.0174
P 1.4510 -2.2028 0.1715  -0.0039
N -0.8551 -0.6315 0.0323  0.0636
N 2.2631 -1.7048 -2.5923  0.0080
N 1.1451 -0.1460 -1.5791  -0.0357
N 1.2001 0.3094 1.5156  -0.0708
N 2.3465 -1.2260 2.5948  0.0087
N -1.3220 -2.7725 -0.0232  0.0222
N -1.0045 2.4659 1.0597  0.0028
C 3.0112 -0.9571 -7.6532  -0.0005
C 1.6129 3.2916 2.9164  0.0040
C 3.7312 -0.0067 7.4183  -0.0002
C 3.5478 0.9302 5.2129  -0.0005
C -2.5295 -2.1127 -0.1260  -0.0092
C -6.2986 -4.0365 -0.5175  -0.0008
C 2.7354 -0.1345 4.8289  0.0018
C 1.7368 -0.9166 1.4263  0.0110
C 0.0481 2.1022 4.3046  0.0005
C -1.3100 2.9540 -2.6428  0.0142
C -0.8326 3.8835 -3.5505  -0.0005
C 2.2005 1.8677 -0.3506  -0.0854
C 2.3295 -0.8519 -4.9643  -0.0002
C 3.0976 -2.4547 2.8895  0.0000
C -4.7661 1.6552 -1.4523  0.0008
C 1.2205 0.2142 -2.8948  -0.0046
C 1.0403 2.0883 3.3242  -0.0023
C 0.9765 2.3795 -4.1551  0.0044
C 1.4921 0.7910 2.7723  -0.0166
C -5.2152 2.2750 -0.2944  0.0003
C -1.1488 -4.2308 0.0295  -0.0015
C -5.2848 -4.3117 -1.4240  0.0006
C 1.3502 -0.6576 -5.9435  -0.0001
C -0.3385 -1.8657 0.0597  0.0439
C -4.0528 -3.6904 -1.2944  0.0002
C 4.0446 0.9908 6.5049  0.0003
C 2.9648 -2.9740 -2.8260  -0.0008
C -6.0823 -3.1388 0.5191  0.0003
C 2.9167 -1.0655 7.0427  -0.0001
C -3.8295 -2.7919 -0.2514  0.0071
C 1.9534 -0.7621 -3.5532  -0.0024
C 3.6542 -1.0900 -5.3422  0.0001
C -2.2379 -0.7737 -0.0782  0.0014
C 0.1750 4.5031 4.4160  0.0010
C 0.2999 3.5861 -4.3065  0.0014
C 1.7563 -1.3017 -1.4032  0.0114
C -4.6892 1.9087 0.9392  -0.0001
C -0.3847 3.3060 4.8440  -0.0004
C 3.9894 -1.1424 -6.6838  0.0002
C -4.8514 -2.5159 0.6540  -0.0011
C 2.4170 -1.1302 5.7515  0.0001
C -3.7774 0.6809 -1.3822  -0.0006
C 1.1792 4.4949 3.4575  -0.0010
C -3.2237 0.3296 -0.1533  -0.0009
C -0.6252 1.7503 -2.4563  -0.0348
C -3.7045 0.9318 1.0116  -0.0051
C 1.6931 -0.7141 -7.2830  -0.0001
C 0.5212 1.4493 -3.2339  0.0592
C 2.1929 -0.1751 3.4614  -0.0015
H -5.4566 -5.0066 -2.2350  0.0000
H 4.1217 0.0418 8.4259  0.0000
H -0.9689 -4.6287 -0.9666  0.0011
H -5.9946 3.0237 -0.3476  0.0000
H -0.1551 5.4393 4.8458  0.0000
H -6.8725 -2.9291 1.2275  -0.0001
H 4.6810 1.8145 6.7991  0.0000
H -2.0061 2.3620 0.8875  0.0086
H 1.6431 5.4237 3.1502  0.0000
H -3.4514 0.1723 -2.2827  -0.0024
H -1.1929 0.9271 -2.0006  -0.0044
H 2.8020 1.5852 -1.2077  0.0222
H 2.7752 1.8548 0.5674  0.0174
H 4.0360 -2.8504 -2.6868  0.0003
H -1.3502 4.8216 -3.6989  0.0003
H -0.8610 2.3476 2.0654  -0.0014
H -0.3766 1.1666 4.6486  0.0001
H -7.2595 -4.5230 -0.6191  0.0000
H -2.2312 3.1319 -2.0994  -0.0011
H 1.7612 -1.9469 5.4708  0.0002
H 3.8699 -2.2143 3.6140  0.0002
H 0.9335 -0.5780 -8.0410  0.0001
H -3.3326 0.6086 1.9791  0.0008
H -0.3129 -4.4696 0.6805  0.0009
H 3.5624 -2.8256 1.9816  0.0002
H 2.4405 -3.2148 3.3057  0.0002
H -5.0678 2.3624 1.8465  0.0000
H -0.7794 3.4409 0.8742  0.0026
H -4.6807 -1.8251 1.4702  0.0002
H 3.2772 -1.0017 -8.7009  0.0000
H 0.3204 -0.4849 -5.6531  0.0000
H 4.4261 -1.2092 -4.5911  0.0001
H 2.7683 -3.3023 -3.8424  0.0003
H 1.8624 2.1717 -4.7416  -0.0007
H 2.6660 -1.8371 7.7580  0.0000
H -5.2001 1.9141 -2.4094  0.0001
H 0.6633 4.3082 -5.0268  0.0000
H 3.7967 1.7063 4.4990  0.0000
H 2.5908 -3.7175 -2.1271  0.0005
H -2.0577 -4.6686 0.4297  0.0003
H -3.2721 -3.8918 -2.0196  -0.0001
H 2.4319 3.2930 2.2072  -0.0006
H 5.0154 -1.3217 -6.9761  0.0001
H -1.1496 3.3085 5.6095  -0.0001

Forces on atoms 1 to 3 (eV/Å):
Re 1.2 0.6 0.0
Cl -0.3 0.0 0.0
P 0.1 -0.1 -0.4

Record 5
Entry from the OMol25 dataset: CH3N3O2S as an isolated structure (ωB97M-V with the def2-TZVPD basis set).

Computed properties:
orbital gap	10.18	eV
total charge	0
E_HOMO	-10.73	eV
energy	-20482.9194	eV

Last column: natural (NBO) charge in e.
Geometry (Å):
S 0.0917 -2.2591 0.8191  2.2929
O 1.3601 -2.4919 1.4159  -0.9237
O -0.9804 -2.9688 1.4158  -0.8862
N 0.1576 -2.3545 -0.8531  -0.3312
N 0.0911 -1.2365 -1.3209  -0.0548
N -0.1954 -0.5604 0.8732  -0.8479
C 0.0713 -0.0658 -0.4576  -0.1467
H 1.0849 0.4405 -0.8276  0.2464
H -0.8636 0.6168 -0.7817  0.2414
H 0.2442 -0.4014 1.7023  0.4100

Forces on atoms 1 to 3 (eV/Å):
S -0.3 0.7 3.0
O 1.1 -0.2 -0.4
O -0.8 -0.2 -0.8

Record 6
Entry from the OMol25 dataset: one molecule with the formula C5H5F (ωB97M-V with the def2-TZVPD basis set).

Computed properties:
orbital gap	9.94	eV
total charge	0
SMILES	C#C/C=C(/C)F
E_HOMO	-8.98	eV
energy	-7980.8493	eV

Last column: natural (NBO) charge in e.
Geometry (Å):
F -0.8440 1.3312 -0.0103  -0.3006
C 2.8124 0.0947 0.0258  -0.2259
C 1.6696 -0.2787 0.0155  -0.0462
C -2.1791 -0.5284 0.0171  -0.6730
C -0.7594 0.0311 -0.0243  0.4849
C 0.3073 -0.7779 -0.0390  -0.4043
H 3.7941 0.5703 -0.0199  0.2421
H -2.1759 -1.6345 -0.0810  0.2230
H -2.7807 -0.0457 -0.7317  0.2255
H -2.6000 -0.2322 1.0024  0.2256
H 0.2534 -1.8832 -0.0476  0.2490

Forces on atoms 1 to 3 (eV/Å):
F 1.3 1.4 0.0
C 0.6 0.7 -0.1
C -0.4 -0.1 -0.2

Record 7
Entry from the OMol25 dataset: C46H26Cl2F5IrN4O2PSe as an isolated structure (ωB97M-V with the def2-TZVPD basis set).

Computed properties:
orbital gap (alpha / beta)	4.62 / 5.17	eV
total charge	0
⟨S²⟩	0.85
E_HOMO (alpha / beta)	-6.80 / -6.79	eV
multiplicity	2
energy	-174284.1197	eV

Last column: Mulliken spin population.
Geometry (Å):
Ir 0.3296 -0.4696 0.1233  0.7000
Se 1.3912 -3.0153 0.5454  -0.1804
Cl 1.8218 -1.4641 7.0086  0.0008
Cl 4.4855 -0.2924 5.8954  0.0002
P -1.3197 1.4723 0.2937  0.0657
F -0.6373 -4.6398 -1.1444  -0.0012
F -0.1751 -6.7157 -2.8448  0.0006
F 2.3800 -7.6193 -3.2314  -0.0013
F 4.4470 -6.4587 -1.8833  0.0004
F 3.9533 -4.3428 -0.2073  -0.0011
O 4.4714 -0.4613 1.0447  0.0033
O -1.8982 -1.0399 3.7542  -0.0055
N -1.7802 -1.7373 0.3090  0.0580
N 2.0834 0.9662 -1.1289  0.1034
N -0.1106 -0.9451 2.2973  0.0516
N 2.2111 -0.0843 1.3283  0.0590
C -0.7844 0.0230 -4.6922  0.0018
C 0.8480 -6.1320 -2.2073  0.0084
C 2.0186 1.7260 -2.2136  -0.0003
C -0.1338 2.6789 0.9660  0.0416
C 3.3996 -0.0136 0.6720  0.0397
C -5.3155 2.1118 0.8176  -0.0028
C 3.2903 0.7247 -0.6234  -0.0125
C 0.0984 -1.2795 -2.8725  -0.0818
C -0.1358 -1.0931 -4.2459  -0.0020
C -2.1305 3.2020 -3.3288  -0.0006
C 0.6191 -5.0682 -1.3511  -0.0103
C -3.1169 -2.8681 1.9335  0.0031
C 1.7133 4.3732 2.1481  0.0000
C -1.7708 2.2270 -4.2181  -0.0014
C 2.1589 -0.3495 2.6489  0.0101
C -2.3753 -2.4416 -0.6449  0.0021
C -3.3267 -3.4113 -0.3736  -0.0002
C -2.1302 -1.9539 1.5782  -0.0253
C 3.1314 2.2830 -2.8228  0.0117
C -3.7184 -3.6212 0.9418  -0.0005
C 1.5365 4.3862 0.7744  0.0007
C -1.2060 1.0112 -3.7800  0.0048
C 2.9525 -4.9252 -0.8762  -0.0115
C 3.2498 -0.1794 3.5180  -0.0072
C 4.4680 1.1967 -1.1952  0.0135
C 1.9263 -1.0024 5.3570  0.0033
C 0.6040 3.5538 0.1792  -0.0196
C -1.3832 -1.2525 2.6677  0.0077
C -5.3908 3.4205 1.2709  0.0025
C 0.0617 2.6495 2.3471  -0.0083
C 3.1403 -0.5008 4.8473  -0.0007
C -2.9925 3.5471 1.2993  0.0061
C -1.9963 2.9827 -1.9549  -0.0053
C -4.2281 4.1306 1.5181  -0.0043
C 0.8260 -1.1202 4.5448  0.0073
C 0.9679 3.5096 2.9356  0.0029
C -1.4502 1.8070 -1.4899  0.0349
C 3.2042 -5.9944 -1.7177  0.0079
C -2.9125 2.2477 0.8037  0.0210
C 0.8968 -0.7873 3.1802  0.0149
C -0.3182 -0.3631 -1.9324  0.1373
C -0.9964 0.8028 -2.3864  -0.0586
C 4.3903 2.0019 -2.3154  -0.0072
C 1.6604 -4.4283 -0.6782  0.0126
C 2.1470 -6.5965 -2.4010  -0.0196
C -4.0833 1.5272 0.5853  0.0109
H -3.3775 -2.9648 2.9759  -0.0002
H -3.7506 -3.9802 -1.1853  0.0003
H -6.2220 1.5526 0.6390  0.0000
H -1.8868 2.3871 -5.2794  -0.0001
H -2.0716 -2.2203 -1.6598  0.0031
H -2.5196 4.1478 -3.6756  0.0005
H 0.6175 -2.1799 -2.5637  0.0099
H -0.9670 0.1732 -5.7477  0.0001
H -4.2800 5.1514 1.8713  -0.0001
H 2.4308 5.0374 2.6063  0.0001
H 3.0059 2.9214 -3.6843  0.0009
H 2.1304 5.0526 0.1680  0.0000
H 0.2101 -1.8373 -4.9485  0.0008
H 1.1021 3.5029 4.0073  0.0000
H -4.0196 0.5101 0.2202  0.0055
H -0.4900 1.9452 2.9555  -0.0013
H -0.1051 -1.4741 4.9579  0.0004
H 4.1926 0.1817 3.1402  -0.0005
H -4.4763 -4.3530 1.1839  -0.0001
H 1.0399 1.9100 -2.6271  -0.0017
H 5.2826 2.4038 -2.7725  -0.0001
H -2.3195 3.7473 -1.2620  0.0004
H 0.4488 3.5759 -0.8890  0.0001
H -6.3533 3.8823 1.4384  0.0004
H -2.0928 4.1132 1.4923  0.0008
H 5.4042 0.9190 -0.7344  0.0009

Forces on atoms 1 to 3 (eV/Å):
Ir -2.4 -2.5 2.3
Se -0.4 1.1 0.4
Cl -0.2 -0.1 0.4